Version P
Here is the ion C5H11N2 with charge +1 from OMol25. Energies are from ωB97M-V/def2-TZVPD.

Structure (XYZ):
```
18
Properties=species:S:1:pos:R:3:mulliken_charge:R:1
C 0.229 1.899 0.578 -1.173
C 0.056 0.631 0.117 0.538
C -1.348 -0.022 0.008 0.789
C 2.047 -0.989 0.376 -1.154
C 1.264 -0.005 -0.644 -0.619
N -1.506 -0.747 -1.115 -0.300
N -2.291 -0.087 0.878 -0.289
H 1.132 2.443 0.446 0.304
H -0.388 2.420 1.220 0.333
H 2.182 -0.557 1.285 0.401
H 2.929 -1.286 -0.115 0.395
H 1.570 -1.972 0.346 0.314
H 0.921 -0.570 -1.551 0.243
H 1.934 0.816 -0.878 0.400
H -0.752 -0.659 -1.686 0.104
H -2.410 -1.162 -1.449 0.287
H -2.454 0.440 1.616 0.198
H -3.115 -0.593 0.568 0.229
```

## Properties
- HOMO: -14.26 eV
- Gap between HOMO and LUMO: 10.23 eV
- Total charge: +1



Version Q
Here is a structure of composition C5H11N2 from OMol25. Energies are from ωB97M-V/def2-TZVPD.

Structure (XYZ):
```
18
Properties=species:S:1:pos:R:3:mulliken_charge:R:1
C -1.017 0.325 -0.198 0.480
C 0.811 0.886 0.287 0.122
C -2.425 0.027 -0.446 -1.058
C 2.061 0.736 -0.581 -1.327
C 0.331 -1.763 0.936 -0.721
N 0.174 -0.411 0.457 0.002
N -0.399 1.427 -0.161 -0.067
H 1.136 1.107 1.239 0.372
H -2.670 0.155 -1.535 0.348
H -2.996 0.708 0.133 0.354
H -2.557 -0.971 -0.201 0.324
H 1.801 0.461 -1.639 0.307
H 2.808 -0.011 -0.190 0.327
H 2.682 1.536 -0.672 0.417
H 1.092 -2.394 0.404 0.311
H 0.540 -1.750 1.949 0.347
H -0.586 -2.399 0.656 0.245
H -0.787 2.331 -0.438 0.216
```

## Properties
- HOMO: -13.99 eV
- Gap between HOMO and LUMO: 10.44 eV
- Total charge: +1



Name the most stable of them. version P.



Version P
Here is a structure of composition C5H11N2 from OMol25. Energies are from ωB97M-V/def2-TZVPD.

Structure (XYZ):
```
18
Properties=species:S:1:pos:R:3:mulliken_charge:R:1
C -0.474 1.344 1.624 0.046
C -2.433 -1.390 0.451 0.279
C -2.960 -2.760 0.264 -0.807
C 2.640 0.172 1.074 -0.987
C 1.982 1.605 1.294 -0.419
N -1.866 -0.434 0.712 -0.378
N 0.643 1.465 1.424 0.068
H 0.646 1.352 -1.515 0.158
H -1.447 0.967 1.460 0.580
H 1.109 1.909 -1.135 -0.147
H -2.868 -3.142 -0.704 0.333
H -2.375 -3.331 1.162 0.256
H -4.006 -2.720 0.394 0.291
H 2.036 -0.457 0.495 0.343
H 3.557 0.369 0.550 0.339
H 2.562 -0.291 2.029 0.383
H 2.156 2.200 0.386 0.321
H 2.325 1.997 2.218 0.342
```

## Properties
- HOMO: -16.08 eV
- Gap between HOMO and LUMO: 12.59 eV
- Total charge: +1



Version Q
Here is a cluster of 2 separate species, C5H11N2 in total from OMol25. Energies are from ωB97M-V/def2-TZVPD.

Structure (XYZ):
```
18
Properties=species:S:1:pos:R:3:mulliken_charge:R:1
C -0.340 -0.215 -1.608 -1.170
C 2.622 -2.504 -0.609 -0.724
C 0.770 -0.982 -1.298 0.590
C -1.407 2.714 1.273 -0.729
C -1.491 0.463 1.329 -0.348
N 1.673 -1.598 -0.945 0.126
N -0.982 1.457 0.736 -0.253
H 0.005 0.173 -2.484 0.359
H -0.388 0.600 -0.835 0.519
H 3.328 -2.194 0.086 0.335
H 3.142 -2.963 -1.371 0.377
H -0.607 3.469 1.481 0.264
H -2.160 3.250 0.668 0.264
H -1.839 2.469 2.361 0.221
H -1.310 -0.452 0.869 0.203
H -1.879 0.498 2.348 0.249
H 2.160 -3.436 -0.304 0.345
H -1.300 -0.750 -1.697 0.372
```

## Properties
- HOMO: -13.60 eV
- Gap between HOMO and LUMO: 10.23 eV
- Total charge: +1



Version R
Here is a structure of composition C5H11N2 from OMol25. Energies are from ωB97M-V/def2-TZVPD.

Structure (XYZ):
```
18
Properties=species:S:1:pos:R:3:mulliken_charge:R:1
C -0.018 0.763 0.200 0.157
C -0.553 2.348 -0.233 -0.835
C 0.051 -1.266 -0.075 -0.598
C -2.250 -0.571 -0.036 -0.841
C 2.440 -0.165 0.330 -0.878
N -0.896 -0.283 0.265 -0.016
N 1.047 -0.219 -0.225 0.091
H 0.019 3.203 0.021 0.356
H -1.648 2.358 -0.034 0.251
H 0.215 -1.944 0.804 0.323
H -0.255 -1.835 -0.891 0.454
H -2.691 0.102 -0.756 0.355
H -2.183 -1.483 -0.502 0.362
H -2.903 -0.492 0.823 0.307
H 2.480 -0.137 1.400 0.381
H 3.004 -1.056 0.067 0.373
H 2.987 0.727 0.045 0.345
H 1.154 -0.049 -1.201 0.413
```

## Properties
- HOMO (alpha / beta): -11.90 / -12.47 eV
- Gap between HOMO and LUMO (alpha / beta): 7.86 / 8.55 eV
- Total charge: +1



Name the most stable of them. version Q.



Version P
Here is a cluster of 2 separate species, C5H11N2 in total from OMol25. Energies are from ωB97M-V/def2-TZVPD.

Structure (XYZ):
```
18
Properties=species:S:1:pos:R:3:mulliken_charge:R:1
C -2.501 -1.536 -0.917 -0.273
C -2.242 -1.985 0.185 -0.526
C 0.724 -0.812 -0.378 0.312
C 0.256 2.713 0.742 -1.158
C 0.178 1.422 0.079 0.310
N 1.870 -1.673 -0.306 -0.738
N 0.972 0.479 0.220 -0.105
H -2.657 -1.068 -1.855 0.414
H 0.644 -0.619 -1.502 0.383
H -2.120 -2.497 1.075 0.446
H -0.293 -1.231 0.087 -0.343
H 1.133 3.188 1.317 0.333
H -0.652 2.952 1.335 0.331
H -0.026 3.522 -0.048 0.326
H -0.728 1.377 -0.442 0.379
H 1.991 -2.299 0.583 0.294
H 1.563 -2.430 -0.864 0.289
H 1.888 0.496 0.688 0.327
```

## Properties
- HOMO: -13.71 eV
- Gap between HOMO and LUMO: 9.36 eV
- Total charge: +1



Version Q
Here is a structure of composition C5H11N2 from OMol25. Energies are from ωB97M-V/def2-TZVPD.

Structure (XYZ):
```
18
Properties=species:S:1:pos:R:3:mulliken_charge:R:1
C 1.613 0.634 -0.407 0.212
C -1.882 1.897 0.296 -0.992
C -1.182 0.117 0.251 -0.810
C -0.134 -0.892 0.190 0.993
C -0.411 -2.359 0.419 -1.493
N 2.896 0.964 -0.568 -0.345
N 1.186 -0.605 -0.136 -0.190
H 0.887 1.371 -0.508 0.219
H -1.194 2.390 -0.361 0.342
H -1.965 2.052 1.295 0.382
H -2.708 1.820 -0.346 0.358
H -2.041 -0.391 0.430 0.340
H -1.301 -2.712 0.025 0.422
H -0.467 -2.509 1.535 0.290
H 0.415 -2.848 0.089 0.422
H 3.166 1.972 -0.437 0.290
H 3.566 0.144 -0.644 0.260
H 1.898 -1.405 -0.306 0.301
```

## Properties
- HOMO (alpha / beta): -12.47 / -12.47 eV
- Gap between HOMO and LUMO (alpha / beta): 8.22 / 8.22 eV
- Total charge: +1



Name the most stable of them. version Q.



Version P
Here is the molecule C5H9N from OMol25. Energies are from ωB97M-V/def2-TZVPD.

Structure (XYZ):
```
15
Properties=species:S:1:pos:R:3:mulliken_charge:R:1
C -0.799 1.715 -0.078 -1.532
C -0.614 0.292 0.421 0.489
C -0.468 -0.787 -0.691 -0.749
C 0.804 -0.064 0.955 -0.728
C 0.891 -1.147 -0.102 0.344
N 1.793 -2.003 -0.320 -0.656
H -0.722 2.436 0.743 0.360
H -1.779 1.841 -0.552 0.360
H -0.031 1.971 -0.820 0.372
H -1.399 0.031 1.138 0.357
H -0.413 -0.377 -1.707 0.284
H -1.202 -1.600 -0.687 0.293
H 1.531 -2.599 -1.110 0.252
H 0.858 -0.438 1.983 0.274
H 1.552 0.729 0.825 0.277
```

## Properties
- HOMO: -9.66 eV
- Gap between HOMO and LUMO: 10.72 eV



Version Q
Here is a structure of composition C5H9N from OMol25. Energies are from ωB97M-V/def2-TZVPD.

Structure (XYZ):
```
15
Properties=species:S:1:pos:R:3:mulliken_charge:R:1
C 0.171 -1.283 -0.350 -0.682
C 2.114 -0.276 0.022 -0.724
C 0.798 -0.173 0.414 0.263
N -0.261 1.291 0.017 -0.446
C -1.586 1.099 0.640 -0.402
C -1.248 0.736 -0.731 -0.094
H 0.564 -1.488 -1.347 0.351
H -0.132 -2.195 0.175 0.235
H 2.946 -0.163 0.708 0.262
H 2.375 -0.401 -1.022 0.253
H 0.643 -0.197 1.489 0.229
H -1.700 0.257 1.324 0.195
H -2.156 1.984 0.935 0.254
H -1.560 1.057 -1.723 0.333
H -0.990 -0.562 -0.712 -0.027
```

## Properties
- HOMO: -8.27 eV
- Gap between HOMO and LUMO: 8.13 eV



Version R
Here is the molecule C5H9N from OMol25. Energies are from ωB97M-V/def2-TZVPD.

Structure (XYZ):
```
15
Properties=species:S:1:pos:R:3:mulliken_charge:R:1
C -0.541 1.218 -0.498 -1.535
C -0.486 -0.110 0.260 1.053
C -1.310 -1.190 -0.427 -1.358
C 0.916 -0.634 0.425 -0.847
C 1.975 0.085 0.176 0.338
N 2.915 0.871 0.360 -0.647
H 0.021 2.014 0.006 0.392
H -1.580 1.550 -0.590 0.402
H -0.127 1.106 -1.507 0.346
H -0.901 0.061 1.267 0.146
H -0.915 -1.367 -1.433 0.332
H -2.361 -0.898 -0.497 0.367
H -1.240 -2.130 0.132 0.363
H 1.105 -1.601 0.880 0.335
H 2.537 0.939 1.338 0.314
```

## Properties
- HOMO: -8.96 eV
- Gap between HOMO and LUMO: 9.86 eV



Name the most stable of them. version P.



Version P
Here is the molecule C5H9N from OMol25. Energies are from ωB97M-V/def2-TZVPD.

Structure (XYZ):
```
15
Properties=species:S:1:pos:R:3:mulliken_charge:R:1
N 0.807 0.174 1.501 -0.652
C -0.406 0.313 0.704 0.845
C -0.317 -0.162 -0.545 -0.684
C 0.847 -0.950 -1.214 0.059
C 1.244 -0.896 -2.479 -0.785
C -1.470 1.054 1.297 -1.286
H 0.520 0.372 2.502 0.292
H 1.090 -0.902 1.690 0.270
H -0.880 0.178 -1.334 0.407
H 1.494 -1.581 -0.465 0.051
H 2.029 -1.335 -3.022 0.332
H 0.808 -0.011 -2.940 0.185
H -1.688 2.030 0.924 0.294
H -2.415 0.491 1.032 0.270
H -1.662 1.224 2.348 0.402
```

## Properties
- HOMO: -8.07 eV
- Gap between HOMO and LUMO: 9.00 eV



Version Q
Here is the molecule C5H9N from OMol25. Energies are from ωB97M-V/def2-TZVPD.

Structure (XYZ):
```
15
Properties=species:S:1:pos:R:3:mulliken_charge:R:1
C -2.043 0.116 0.241 -1.169
C -0.749 -0.553 -0.286 -0.526
C 0.583 0.035 0.330 0.459
C 2.003 -0.446 -0.273 -1.205
C 0.619 1.472 0.173 0.119
N 0.794 2.591 -0.052 -0.485
H -2.189 -0.030 1.319 0.296
H -2.049 1.194 0.048 0.352
H -2.933 -0.301 -0.253 0.351
H -0.833 -1.634 -0.087 0.324
H -0.720 -0.433 -1.372 0.291
H 0.501 -0.199 1.414 0.203
H 1.830 -1.474 -0.049 0.343
H 2.190 -0.233 -1.354 0.303
H 2.934 -0.037 0.200 0.345
```

## Properties
- HOMO: -11.16 eV
- Gap between HOMO and LUMO: 12.09 eV



Name the most stable of them. version Q.



Version P
Here is the molecule C5H9N from OMol25. Energies are from ωB97M-V/def2-TZVPD.

Structure (XYZ):
```
15
Properties=species:S:1:pos:R:3:mulliken_charge:R:1
C 0.703 -0.682 0.525 -0.605
C 1.049 -1.571 -0.669 -1.049
C -0.411 0.290 0.185 0.588
C -0.067 1.699 0.288 0.004
C -1.702 -0.111 0.124 -1.045
N -0.700 2.751 0.479 -0.617
H -0.383 3.590 -0.006 0.271
H 0.591 1.390 -0.680 0.157
H 0.386 -1.302 1.368 0.329
H 1.601 -0.142 0.841 0.342
H -1.970 -1.124 0.364 0.292
H -2.507 0.602 0.092 0.358
H 0.200 -2.193 -0.946 0.308
H 1.887 -2.223 -0.426 0.341
H 1.324 -0.975 -1.538 0.327
```

## Properties
- HOMO: -8.67 eV
- Gap between HOMO and LUMO: 9.00 eV



Version Q
Here is a structure of composition C5H9N from OMol25. Energies are from ωB97M-V/def2-TZVPD.

Structure (XYZ):
```
15
Properties=species:S:1:pos:R:3:mulliken_charge:R:1
C 0.119 1.872 1.192 -0.067
C -0.503 2.491 0.352 -0.069
C 0.041 -1.547 -0.244 0.200
C 0.899 1.310 2.326 -0.937
C 0.123 -2.369 -1.405 -0.553
N -0.207 -0.701 0.461 -0.276
H -1.605 -0.457 -2.782 0.098
H -0.687 3.176 -0.555 0.309
H -1.739 0.101 -2.178 -0.061
H 0.336 0.672 3.160 0.252
H 1.260 2.220 2.857 0.270
H 1.663 0.572 2.036 0.265
H -0.690 -3.086 -1.388 0.297
H 1.263 -2.593 -1.623 0.255
H -0.273 -1.659 -2.208 0.015
```

## Properties
- HOMO: -9.25 eV
- Gap between HOMO and LUMO: 10.13 eV



Version R
Here is a cluster of 3 separate species, C5H9N in total from OMol25. Energies are from ωB97M-V/def2-TZVPD.

Structure (XYZ):
```
15
Properties=species:S:1:pos:R:3:mulliken_charge:R:1
C 0.486 0.612 -0.269 -0.639
C 2.483 0.260 0.365 -1.259
C 0.323 -0.726 -0.126 0.716
C -1.742 0.152 -0.719 -0.548
C -2.631 0.257 0.260 -0.546
N 0.402 -1.893 0.145 -0.488
H -0.420 -2.485 0.064 0.330
H 0.189 1.264 0.537 0.324
H 0.697 1.001 -1.252 0.291
H -2.054 0.179 -1.765 0.252
H 2.482 -0.085 1.394 0.360
H 2.834 1.284 0.269 0.367
H 2.990 -0.420 -0.313 0.369
H -2.332 0.241 1.309 0.189
H -3.706 0.359 0.100 0.282
```

## Properties
- HOMO (alpha / beta): -6.53 / -6.54 eV
- Gap between HOMO and LUMO (alpha / beta): 7.43 / 7.44 eV



Version S
Here is the molecule C5H9N from OMol25. Energies are from ωB97M-V/def2-TZVPD.

Structure (XYZ):
```
15
Properties=species:S:1:pos:R:3:mulliken_charge:R:1
C -2.257 -0.372 -0.252 -0.343
C 0.896 1.122 0.884 -0.744
C 0.500 1.181 -0.589 -0.678
C 0.135 -0.022 0.209 1.100
C 0.842 -1.368 -0.026 -1.601
N -1.281 -0.446 0.569 -0.594
H -3.072 -0.763 0.190 0.298
H -2.265 -0.025 -1.209 0.326
H 2.043 1.237 0.982 0.223
H 0.367 1.783 1.590 0.279
H -0.222 1.851 -1.008 0.345
H 1.320 0.892 -1.218 0.239
H 0.780 -1.644 -1.051 0.334
H 0.339 -2.092 0.584 0.492
H 1.875 -1.333 0.345 0.325
```

## Properties
- HOMO: -9.19 eV
- Gap between HOMO and LUMO: 10.34 eV



Name the most stable of them. version S.